Below is a 6-piece molecular cluster, C46H78B2ClNO23 overall in a non-equilibrium geometry, with properties calculated with ωB97M-V with the def2-TZVPD basis set.

Last column: Mulliken charge in e.
Geometry (Å):
C 7.2026 3.9555 2.4984  -0.73
C 6.8895 5.4897 2.2324  -0.20
O 5.4436 5.6716 2.2628  -0.62
B 4.8948 5.6151 0.9522  1.02
O 5.0156 6.6514 0.0078  -0.55
C 4.1228 4.2415 0.5206  0.38
O 2.7186 4.4853 0.3700  -0.50
C 1.9617 3.3125 0.0911  -0.93
C 2.3909 2.5169 -1.1944  0.00
Cl 3.7203 1.3096 -0.9960  -0.07
C 2.6555 3.5611 -2.3671  -0.44
C 1.8238 3.1130 -3.6506  -1.19
C 1.7318 2.4113 1.4023  1.10
C 0.5819 3.1932 2.2007  -1.55
C -0.8413 2.5674 1.9904  0.76
C -1.5329 2.9304 0.6203  -0.20
C -3.0906 2.6616 0.6730  -1.00
O -3.3397 1.3164 1.1478  -0.25
C -3.8423 0.5206 0.1463  0.18
O -3.8463 -0.6683 0.2033  -0.40
O 1.3436 1.0774 1.1076  -0.30
C 1.7199 0.1157 2.1071  -0.30
C 3.1314 -0.4903 1.7626  0.72
C 3.7759 -1.4017 2.8671  -1.20
C 5.3515 -1.2115 2.9649  -0.01
C 5.7789 0.1416 3.6382  -1.52
C 6.0575 -1.4922 1.5825  -0.25
C 6.0366 -3.0352 1.2415  -0.28
C 6.5305 -3.3317 -0.2256  -0.89
C 6.2125 -2.5063 -1.2952  0.58
C 4.6696 -2.2063 -1.5009  0.30
C 7.3018 -1.8732 -2.2260  -1.20
N 1.7775 0.6363 3.5183  -0.53
C 0.7218 0.5697 4.1353  0.79
O -0.2759 0.7284 4.6758  -0.46
B 0.5945 -1.0768 2.0066  0.77
C 0.6923 -2.4895 2.7464  -0.79
O -0.5428 -0.8731 1.1756  -0.33
H 7.7962 3.8848 3.4385  0.35
H 6.2670 3.3613 2.6190  -0.02
H 7.7471 3.5781 1.5961  0.30
H 7.3010 5.8430 1.2471  0.09
H 7.3565 6.1362 3.0240  0.31
H 5.9706 6.8434 -0.0623  0.26
H 4.5808 3.9594 -0.4732  -0.16
H 4.3981 3.4816 1.2938  -0.21
H 0.9267 3.6924 -0.1449  0.11
H 1.4813 1.9489 -1.5304  0.57
H 3.7371 3.6355 -2.6307  0.33
H 2.2531 4.5779 -2.1064  0.31
H 2.1314 3.7168 -4.5406  0.36
H 0.7204 3.1790 -3.4693  0.33
H 2.1069 2.0517 -3.8426  0.29
H 2.6652 2.5235 2.0070  0.24
H 0.5347 4.2763 1.9051  0.52
H 0.8219 3.1959 3.2984  0.29
H -1.5063 2.9900 2.8020  -0.28
H -0.8942 1.4612 2.1011  -0.02
H -1.2691 3.9433 0.2227  0.34
H -1.1262 2.1934 -0.1371  0.09
H -3.5236 3.4328 1.3699  0.27
H -3.5203 2.8504 -0.3419  0.43
H -4.2409 0.9625 -0.8149  0.36
H 3.0042 -1.0701 0.8084  -0.03
H 3.8267 0.3849 1.6172  -0.18
H 3.6503 -2.4678 2.5211  0.12
H 3.3015 -1.3530 3.8744  0.68
H 5.6898 -2.0478 3.6451  0.55
H 5.1082 0.3447 4.5064  0.41
H 5.8013 0.9551 2.8735  0.12
H 6.8160 0.0181 4.0606  0.47
H 5.6411 -0.8741 0.7469  0.03
H 7.1464 -1.2414 1.7307  0.36
H 5.0134 -3.4876 1.3826  0.10
H 6.7375 -3.6094 1.9078  0.47
H 7.1298 -4.2479 -0.4763  0.26
H 4.0630 -3.0614 -1.0996  -0.43
H 4.4245 -1.9771 -2.5650  0.59
H 4.4405 -1.3436 -0.8097  -0.57
H 6.7974 -1.5775 -3.1871  0.31
H 8.1532 -2.5768 -2.4035  0.35
H 7.6381 -0.9366 -1.7096  0.22
H -0.3468 -2.7503 3.0935  0.28
H 1.0822 -3.3117 2.1004  0.11
H 1.3569 -2.3643 3.6470  0.30
H -0.2526 -0.9320 0.2470  0.20
C 2.3147 -7.8424 -1.7919  -1.47
C 1.6135 -6.6532 -1.1767  0.51
C 0.7846 -5.8525 -2.1408  -0.60
O 0.7673 -4.5673 -1.5153  -0.28
C 1.9139 -4.4706 -0.7911  0.53
O 2.3075 -3.4662 -0.2817  -0.42
O 2.5525 -5.6698 -0.7240  -0.35
H 3.1237 -8.1873 -1.1459  0.37
H 1.6148 -8.6643 -1.9496  0.39
H 2.7649 -7.5849 -2.7533  0.34
H 1.0269 -6.9735 -0.3098  0.31
H -0.2257 -6.2430 -2.2568  0.31
H 1.2452 -5.7468 -3.1270  0.31
C -5.4318 -2.8392 -1.6022  -1.40
C -5.6272 -4.3118 -1.8768  0.63
C -6.9285 -4.8688 -1.3740  -0.36
O -6.6089 -6.2532 -1.2015  -0.35
C -5.2726 -6.3159 -0.9428  0.59
O -4.7016 -7.2957 -0.5784  -0.55
O -4.6782 -5.1100 -1.1575  -0.34
H -4.3802 -2.5657 -1.6974  0.34
H -6.0177 -2.2357 -2.2975  0.42
H -5.7333 -2.5795 -0.5863  0.29
H -5.4865 -4.5146 -2.9441  0.20
H -7.7454 -4.7433 -2.0840  0.27
H -7.2292 -4.4632 -0.4046  0.25
C -3.8187 3.9306 5.3497  -1.26
C -4.2055 5.3259 4.9214  0.53
C -5.1123 6.0387 5.8854  -0.53
O -5.7773 6.9695 5.0276  -0.33
C -5.7969 6.4093 3.7833  0.57
O -6.4192 6.8313 2.8627  -0.53
O -5.0012 5.3018 3.7390  -0.26
H -3.4391 3.3611 4.4993  0.13
H -3.0502 3.9641 6.1236  0.40
H -4.6752 3.3784 5.7427  0.37
H -3.3079 5.9127 4.6992  0.25
H -4.5698 6.5554 6.6763  0.32
H -5.8675 5.3871 6.3335  0.32
C -0.0637 0.0114 -8.8910  -1.46
C 0.5452 0.9214 -7.8487  0.51
C 0.7105 0.2920 -6.4941  -0.60
O 0.6983 1.4326 -5.6320  -0.14
C -0.0485 2.3867 -6.2634  0.54
O -0.4139 3.4005 -5.7622  -0.49
O -0.3196 2.0206 -7.5489  -0.38
H -0.4416 0.5922 -9.7339  0.37
H 0.6741 -0.7037 -9.2583  0.37
H -0.9108 -0.5465 -8.4855  0.34
H 1.4891 1.3344 -8.2196  0.27
H 1.6455 -0.2588 -6.3951  0.34
H -0.1220 -0.3584 -6.2119  0.31
C -11.4064 -4.0440 0.5967  -1.45
C -10.9973 -2.6232 0.2818  0.50
C -11.7292 -2.0072 -0.8779  -0.52
O -10.7982 -1.0178 -1.3222  -0.32
C -9.5580 -1.4705 -0.9893  0.61
O -8.5388 -0.9830 -1.3609  -0.50
O -9.6405 -2.5595 -0.1715  -0.30
H -10.6516 -4.5328 1.2149  0.36
H -12.3608 -4.0633 1.1249  0.39
H -11.5051 -4.6402 -0.3133  0.34
H -11.0744 -2.0047 1.1819  0.27
H -12.6741 -1.5496 -0.5873  0.31
H -11.9054 -2.7050 -1.7011  0.31

Results
Kohn-Sham gap: 0.269 Ha
SMILES string: CCOB(O)CO[C@@H]([C@H](Cl)CC)[C@@H](CCCCOC=O)O[C@@](CC[C@H](C)CCC=C(C)C)(N=C=O)B(C)O.C[C@@H]1COC(=O)O1.C[C@@H]1COC(=O)O1.C[C@@H]1COC(=O)O1.C[C@@H]1COC(=O)O1.C[C@@H]1COC(=O)O1
Electronic energy: -4094.75806 Ha

---

Below is C46H78BrF5N2O15S2 as an isolated structure, with properties calculated with ωB97M-V with the def2-TZVPD basis set.

Last column: Mulliken charge in e.
Geometry (Å):
C 7.1778 -5.5402 2.2999  -1.27
C 6.6774 -4.4948 1.2817  0.48
C 5.4945 -3.6910 1.8094  -1.14
C 4.9975 -2.5741 0.8928  0.28
C 4.4259 -3.0630 -0.4373  -0.31
C 4.4696 -2.0752 -1.6215  -0.95
C 4.2977 -0.5852 -1.3327  -0.78
C 2.8524 -0.1209 -1.1922  -0.90
C 2.0912 -0.6639 0.0084  -0.02
C 0.6965 -0.0440 0.1492  -0.76
C -0.2493 -0.8536 1.0579  -0.67
C -0.9121 -0.0570 2.1939  2.03
C -1.0397 -0.7967 3.5350  -1.20
C -2.4129 -1.3804 3.9122  -0.96
C -3.6407 -0.4828 3.6591  -0.03
C -4.7575 -1.1589 2.8275  -1.16
C -5.0410 -0.4729 1.4820  -0.55
C -4.1175 -0.9294 0.3407  0.43
C -4.6772 -2.0728 -0.4692  -0.65
C -4.1853 -3.4403 -0.3637  0.63
S -2.9320 -3.7282 0.8726  -0.17
C -4.6960 -4.4757 -1.1199  -0.37
C -4.2547 -5.9244 -0.9819  0.58
F -2.9299 -6.0459 -0.7033  -0.26
F -4.4531 -6.6076 -2.1385  -0.29
C -5.0398 -6.6984 0.1060  0.68
F -6.3366 -6.7697 -0.2557  -0.25
F -4.5530 -7.9402 0.2309  -0.26
F -4.9708 -6.0941 1.3052  -0.24
C -5.7437 -4.1769 -2.0493  0.78
N -6.4033 -5.0308 -2.8511  -0.57
S -7.4756 -4.1727 -3.6508  0.14
N -7.2183 -2.7096 -3.0658  -0.61
C -6.2270 -2.8385 -2.1660  1.07
C -5.6769 -1.8126 -1.3651  -0.57
Br -6.3656 -0.0854 -1.6274  -0.13
H 7.2156 -6.5359 1.8636  0.34
H 8.1700 -5.2948 2.6714  0.30
H 6.5066 -5.5923 3.1570  0.34
H 6.3872 -5.0173 0.3721  0.24
H 7.4858 -3.8004 1.0508  -0.26
H 5.7995 -3.2307 2.7534  0.37
H 4.6704 -4.3685 2.0500  0.37
H 5.8132 -1.8667 0.7292  -0.05
H 4.2228 -2.0262 1.4331  -0.08
H 3.4127 -3.4374 -0.2873  0.23
H 5.0096 -3.9344 -0.7394  0.36
H 3.6653 -2.3402 -2.3136  0.25
H 5.3982 -2.2418 -2.1670  0.39
H 4.7166 -0.0448 -2.1857  0.39
H 4.8767 -0.2664 -0.4636  0.40
H 2.8457 0.9722 -1.1402  0.31
H 2.3165 -0.3881 -2.1075  0.32
H 2.6619 -0.4769 0.9194  0.16
H 1.9531 -1.7415 -0.1059  0.20
H 0.7813 0.9737 0.5311  0.15
H 0.2697 0.0101 -0.8539  0.45
H 0.2961 -1.6979 1.4852  0.44
H -1.0224 -1.2901 0.4246  -0.25
H -0.3147 0.8407 2.3572  -0.84
H -1.8806 0.3085 1.8538  -0.20
H -0.3356 -1.6319 3.5187  0.26
H -0.6994 -0.1460 4.3412  0.40
H -2.3639 -1.5929 4.9813  0.45
H -2.5421 -2.3468 3.4283  0.24
H -3.3676 0.4759 3.2211  0.42
H -4.0869 -0.2587 4.6289  0.14
H -4.4745 -2.1969 2.6509  0.37
H -5.6889 -1.1745 3.3924  0.51
H -6.0847 -0.5894 1.1952  0.69
H -4.8821 0.5999 1.6192  0.36
H -3.9404 -0.1077 -0.3538  0.66
H -3.1557 -1.2038 0.7583  -1.06
H -2.0092 -4.2364 0.0561  0.18
C -6.5559 2.5103 10.0317  -1.09
C -5.3163 1.9881 9.3401  -0.20
O -5.6413 1.1919 8.1877  -0.36
C -5.9605 1.8793 7.0940  0.80
O -5.9756 3.0770 6.9839  -0.56
O -6.2899 1.0083 6.1399  -0.35
C -6.6936 1.6058 4.9062  -0.59
H -7.2241 1.6871 10.2860  0.29
H -6.2772 3.0277 10.9497  0.35
H -7.0933 3.2094 9.3928  0.31
H -4.7649 1.3097 9.9877  0.29
H -4.6529 2.7983 9.0401  0.31
H -5.9427 2.3074 4.5488  0.30
H -7.6480 2.1162 5.0230  0.42
H -6.7968 0.7912 4.1949  0.07
C 1.1493 -3.6134 -7.0207  -1.08
C 2.5485 -3.0989 -7.2769  -0.16
O 2.5461 -1.7196 -7.6840  -0.38
C 2.4034 -0.8370 -6.6992  0.81
O 2.3143 -1.0883 -5.5255  -0.56
O 2.3892 0.3838 -7.2322  -0.34
C 2.2268 1.4417 -6.2830  -0.58
H 0.5194 -3.4526 -7.8961  0.30
H 1.1812 -4.6818 -6.8074  0.36
H 0.6972 -3.1062 -6.1698  0.29
H 3.0103 -3.6237 -8.1105  0.29
H 3.1847 -3.2126 -6.3999  0.30
H 2.9742 1.3721 -5.4959  0.26
H 1.2309 1.4078 -5.8446  0.28
H 2.3557 2.3617 -6.8444  0.21
C 13.2859 -1.3970 2.5354  -1.09
C 12.4318 -2.6421 2.4465  -0.20
O 11.0403 -2.3257 2.2711  -0.37
C 10.6847 -1.9944 1.0320  0.79
O 11.4048 -1.9602 0.0690  -0.57
O 9.3901 -1.6775 1.0445  -0.34
C 8.8662 -1.2679 -0.2218  -0.40
H 12.9192 -0.7406 3.3251  0.29
H 14.3164 -1.6705 2.7618  0.35
H 13.2745 -0.8487 1.5947  0.31
H 12.4637 -3.2043 3.3774  0.30
H 12.7559 -3.2938 1.6360  0.32
H 9.0763 -2.0129 -0.9860  0.31
H 9.2886 -0.3087 -0.5161  0.44
H 7.7933 -1.1757 -0.0806  -0.10
C -3.1562 4.8482 -1.8523  -1.10
C -3.7520 3.8759 -0.8600  -0.32
O -2.7461 3.0757 -0.2133  -0.18
C -2.0896 3.6899 0.7691  0.56
O -2.2726 4.8162 1.1503  -0.58
O -1.1570 2.8585 1.2333  -0.09
C -0.3406 3.4123 2.2697  -0.88
H -2.5338 4.3214 -2.5765  0.29
H -3.9466 5.3710 -2.3903  0.41
H -2.5374 5.5889 -1.3470  0.30
H -4.3967 3.1556 -1.3606  0.23
H -4.3411 4.3884 -0.1002  0.38
H -0.9551 3.7974 3.0802  0.34
H 0.2847 4.2108 1.8740  0.30
H 0.2805 2.5957 2.6250  0.34
C -4.1865 9.7048 -7.5169  -1.08
C -4.7391 8.7904 -6.4462  -0.20
O -3.7040 8.0147 -5.8180  -0.36
C -2.9904 8.6593 -4.8974  0.77
O -3.1604 9.7917 -4.5296  -0.55
O -2.0563 7.8253 -4.4395  -0.32
C -1.1806 8.4020 -3.4662  -0.68
H -3.6130 9.1321 -8.2463  0.29
H -5.0049 10.2055 -8.0341  0.35
H -3.5378 10.4645 -7.0837  0.31
H -5.4082 8.0475 -6.8752  0.29
H -5.2819 9.3478 -5.6838  0.32
H -1.7459 8.8507 -2.6527  0.31
H -0.5445 9.1545 -3.9288  0.34
H -0.5724 7.5865 -3.0865  0.21

Results
Kohn-Sham gap: 0.294 Ha
Electronic energy: -6907.47073 Ha

---

Which formula does entry 1 have?
C46H78B2ClNO23

---

Which formula does entry 1 have?
C46H78B2ClNO23

---

Among the records above, which one has the lowest Kohn-Sham gap?
C46H78B2ClNO23

---

Which value of electronic energy does entry 2 give?
-6907.47073 Ha